Entry 1:
Computed, not measured: an isolated molecule of C4H7NO, with the ωB97M-V functional and the def2-TZVPD basis.

Computed properties:
Largest force on an atom in Eh/bohr: 0.022
HOMO energy in eV: -10.857
Total charge: 0
ΔE to the lowest compared entry with this formula, charge and spin in kcal/mol: 25.9

Cartesian coordinates (Å):
C -1.09 -0.39 0.31
H -0.22 -0.39 -1.70
H 0.98 1.27 -0.33
C 1.24 0.21 -0.22
H 0.33 -1.70 -0.66
H 2.13 0.01 -0.82
H -0.62 -0.24 1.29
C -1.86 0.81 -0.04
N -2.43 1.77 -0.34
O 1.52 -0.12 1.14
H 1.73 0.68 1.63
H -1.77 -1.25 0.41
C 0.06 -0.64 -0.67



Entry 2:
Computed, not measured: an isolated molecule of C6H6O, with the ωB97M-V functional and the def2-TZVPD basis.

Computed properties:
Largest force on an atom in Eh/bohr: 0.130
HOMO energy in eV: -9.329
Total charge: 0
ΔE to the lowest compared entry with this formula, charge and spin in kcal/mol: 69.5

Cartesian coordinates (Å):
H 2.07 1.30 0.06
C -0.30 -0.92 -1.23
C -0.90 0.34 0.31
C -1.59 -0.39 -0.76
C 0.48 -0.07 -0.45
H -0.39 0.75 2.26
H -2.06 0.43 1.90
H -0.04 -1.57 -2.02
H 2.24 -0.22 0.70
C -1.06 0.59 1.57
O -2.76 -0.51 -0.99
C 1.83 0.24 -0.26
H 2.48 0.04 -1.10



Entry 3:
Computed, not measured: a cluster of 3 separate species, C19H42N2O5P in total, with the ωB97M-V functional and the def2-TZVPD basis.

Computed properties:
Largest force on an atom in Eh/bohr: 0.033
HOMO energy in eV: -3.160
Total charge: -1

Cartesian coordinates (Å):
H 2.63 -1.90 -2.06
C -2.01 1.25 -0.31
C -3.58 -2.79 1.91
H 5.86 -1.82 -8.45
H 4.38 -1.73 -1.84
C -4.93 -2.46 1.23
H -4.17 -1.32 3.36
H 3.50 -0.57 -2.83
N 5.39 -2.35 -6.48
H 4.67 -3.04 -6.63
H 6.91 -3.05 -7.74
H -2.68 -0.07 1.20
P -1.05 1.22 2.58
H 5.01 -2.08 0.39
H -1.11 1.57 -0.83
O -2.11 -1.39 3.21
C 0.94 2.53 0.78
H 1.31 0.79 3.12
H 5.91 -0.75 -0.38
H 0.41 -0.69 3.36
H 7.07 -1.37 -7.24
H -1.08 -0.43 0.62
O -7.12 3.07 1.60
C 6.36 -2.13 -7.53
H -2.23 2.13 2.60
H 1.91 2.14 1.07
H -4.42 2.96 3.40
H 6.13 -0.28 -3.96
C 5.30 -1.73 -5.27
O 4.42 -2.02 -4.49
C -5.94 2.97 1.86
H -4.17 1.35 1.34
C -4.30 2.01 0.48
N 3.19 -0.35 -0.78
H -2.77 -2.57 1.22
H -2.53 3.23 0.47
O -4.99 3.21 0.93
O 3.58 0.55 1.23
H -3.58 -3.87 2.08
H 2.35 0.21 -0.76
H -3.18 2.84 -1.11
H -4.81 -1.74 0.42
C -2.97 2.42 -0.11
H -0.58 3.61 1.73
C 5.22 -1.01 0.43
C 3.94 -0.20 0.34
H -5.42 -3.35 0.82
H 0.87 -0.25 1.72
H 0.88 2.98 -0.22
C -0.13 2.61 1.60
H -2.52 0.57 -1.01
H 7.34 -1.10 -4.96
H -6.12 3.04 3.98
C -2.08 -0.02 3.66
H -1.61 -0.01 4.65
C 6.33 -0.67 -4.95
H -5.64 -2.02 1.94
H -3.09 0.39 3.79
C -5.44 2.62 3.24
H -4.94 1.56 -0.28
H -5.43 1.53 3.32
H 6.29 0.14 -5.67
H -0.64 1.86 3.87
C -3.35 -2.03 3.23
C 3.45 -1.19 -1.94
H -3.34 -2.77 4.04
C 0.53 0.16 2.68
H 5.70 -0.78 1.38
C -1.72 0.39 0.95



Entry 4:
Computed, not measured: a structure of composition C14H24LiN2O6, with the ωB97M-V functional and the def2-TZVPD basis.

Computed properties:
Largest force on an atom in Eh/bohr: 0.135
HOMO energy in eV: -2.128
Total charge: -1
ΔE to the lowest compared entry with this formula, charge and spin in kcal/mol: 183.8

Cartesian coordinates (Å):
H -1.08 -2.14 5.36
O -0.25 -0.66 6.52
C 3.51 -4.38 -0.91
H 1.19 4.58 -3.45
H 0.80 2.95 -3.88
O 4.05 -8.14 -2.67
H -2.95 0.14 6.55
H -1.63 2.96 -4.47
C -0.88 4.25 -3.17
H -0.98 6.23 -3.85
C -1.67 5.40 -3.78
C 5.15 -6.04 -1.70
H 0.72 -2.38 7.11
O 6.44 -6.31 -1.94
C -0.65 -1.13 5.30
H -3.60 6.40 -4.89
H -3.73 0.63 5.08
C 0.42 3.97 -3.93
H 1.46 -0.99 7.89
H 0.24 -1.28 4.69
H -2.15 7.10 -5.54
H 0.23 4.27 -4.96
C 2.37 -5.19 -1.64
H -3.08 6.19 -6.64
H 5.67 -4.28 -0.68
O 1.26 -4.71 -1.72
C -2.78 6.22 -5.59
Li -0.39 -0.95 -0.58
H -2.49 5.51 -3.07
N -2.04 -0.57 3.27
C 0.90 -1.32 7.01
C -1.76 -0.20 4.61
C -3.09 -0.14 5.50
H 1.69 -1.22 6.27
H -2.60 -1.40 3.40
C 4.01 -6.95 -2.16
O -2.07 5.08 -5.13
H -2.83 -0.03 2.95
H -1.35 0.81 4.60
H -2.62 3.09 -3.21
C 2.73 -6.49 -2.16
C 4.88 -4.91 -1.06
H 1.87 -7.04 -2.52
N -1.64 3.01 -3.47
H -3.66 -1.07 5.40
H -0.83 4.34 -2.09
O 3.22 -3.23 -0.69



Entry 5:
Computed, not measured: a structure of composition C33H25F3N6O5Rb, with the ωB97M-V functional and the def2-TZVPD basis.

Computed properties:
Largest force on an atom in Eh/bohr: 0.061
HOMO energy in eV: -4.436
Total charge: -1
ΔE to the lowest compared entry with this formula, charge and spin in kcal/mol: 2.3

Cartesian coordinates (Å):
C -2.60 0.39 -1.70
C -1.46 -1.40 4.71
O 2.96 -2.60 4.53
N -0.37 -1.73 4.05
H -2.03 2.12 -2.89
H 0.69 1.56 3.86
C 2.42 1.68 -3.14
O -1.61 0.40 -0.92
C -0.19 4.61 1.63
H 0.55 1.26 -2.15
H -3.65 3.63 -5.97
C 3.20 -4.25 -1.82
Rb -0.20 -0.87 1.06
C 0.91 -3.63 -1.54
C -2.83 1.42 -2.75
F 5.90 2.28 -3.82
H 1.14 3.76 4.76
C -4.87 -2.59 -0.32
C 0.72 -2.24 4.66
H -0.65 3.00 0.22
C -3.71 -0.62 -1.56
C 1.93 -2.51 3.83
C 1.66 1.11 -2.14
H 1.49 -4.56 -3.26
C 0.57 3.73 3.82
C 4.30 0.72 -2.07
H -0.22 5.50 0.95
H 3.95 -4.54 -2.51
H -2.97 3.96 -4.32
C -5.04 0.63 -3.22
H -5.87 0.78 -3.88
N 1.77 -2.59 2.49
C -0.29 3.25 1.24
C 2.77 -2.88 1.65
C -3.15 3.20 -5.10
C 3.76 1.48 -3.15
H -0.09 -3.52 -1.94
C -3.93 1.47 -3.55
H -5.52 -1.96 0.24
H -2.51 -1.45 6.66
H 1.70 -2.73 6.56
F 4.14 3.38 -4.46
H 4.41 -3.82 0.00
C -3.60 -1.79 -0.61
H 3.90 -0.36 -0.27
H -4.57 -3.50 0.21
C 0.74 -2.49 6.06
O -2.57 -2.06 -0.03
H -0.51 -2.54 7.86
H -2.32 -1.01 4.22
C -0.46 -2.27 6.77
H -5.74 -1.05 -2.11
H -5.42 -2.79 -1.25
H 5.38 0.54 -2.02
F 4.63 1.37 -5.43
C 3.44 -3.87 -0.50
C 3.44 0.19 -1.11
O 3.98 -3.00 1.93
C 1.87 -4.20 -2.32
C 0.32 6.15 3.41
C -4.88 -0.41 -2.29
C -1.56 -1.70 6.08
N 2.13 0.40 -1.09
H 1.93 2.24 -3.94
C 4.59 2.11 -4.25
H -2.18 2.79 -5.42
N 1.13 -3.22 -0.28
N 0.33 7.24 3.86
O -4.16 2.29 -4.62
C 2.35 -3.30 0.21
C 0.17 4.77 2.98
C 0.44 2.46 3.25
N -0.01 2.19 1.98



Entry 6:
Computed, not measured: a structure of composition C22H40GeN5O2PS2SeTi, with the ωB97M-V functional and the def2-TZVPD basis.

Computed properties:
Largest force on an atom in Eh/bohr: 0.026
HOMO energy (alpha / beta) in eV: -17.630 / -17.899
Total charge: +3
Multiplicity: 2
ΔE to the lowest compared entry with this formula, charge and spin in kcal/mol: 35.8

Cartesian coordinates (Å):
H -1.81 0.79 2.36
H -1.46 3.47 1.18
C -0.92 -3.80 -1.21
H -0.83 -5.29 0.34
C -5.36 -1.28 -1.53
H -4.38 3.39 -2.92
H 7.09 1.48 1.81
H 3.53 -3.74 0.99
H 3.39 -4.02 -2.06
H 5.20 -2.29 -0.18
P 0.78 -2.05 0.13
N 1.09 2.90 1.27
H -0.69 -2.42 -2.86
C 4.14 -2.06 -0.22
S 0.65 -1.27 2.01
N 1.16 5.05 0.86
H -2.16 -1.20 -0.36
H -2.01 -3.71 -1.20
C -0.36 -3.41 -2.55
H -2.94 0.15 -1.19
C 6.06 1.42 1.49
H -4.27 -2.62 -0.23
C 5.01 1.21 2.44
H -4.38 1.75 -1.00
H -6.03 -2.02 -1.95
C -4.87 -1.71 -0.16
H -2.75 3.03 -2.40
H -3.51 4.55 -1.92
H 3.92 -1.34 0.58
C -0.49 -5.14 -0.68
H -3.62 4.18 0.69
O -0.56 -2.73 -0.18
C 0.95 4.92 2.22
C 0.91 3.59 2.46
H 4.07 1.50 -1.27
C 3.38 -3.34 -0.02
H 0.77 3.08 3.40
H -5.91 -0.34 -1.47
H 4.69 -4.66 -1.05
N 3.34 1.27 0.63
N 2.71 0.99 2.81
H -1.54 3.18 -0.57
H 3.92 -1.61 -1.19
N 5.11 1.06 3.75
H 3.06 -5.30 -0.86
H 6.43 1.70 -0.59
Ge -1.80 1.02 0.84
C 5.69 1.54 0.18
H -5.28 3.19 -0.67
C 3.69 1.17 1.94
C 4.33 1.44 -0.22
H -4.66 0.26 0.70
C -2.75 -0.30 -0.21
C -1.95 2.90 0.39
H -0.94 -5.91 -1.31
H -5.72 -1.96 0.48
C -4.27 2.82 -0.84
H 0.59 -5.27 -0.74
C -4.05 -0.64 0.57
H 1.24 5.91 0.35
H -4.54 -1.15 -2.24
C -3.49 3.12 0.44
H -0.72 -4.12 -3.30
H -3.79 -0.99 1.57
O 1.89 -3.08 -0.03
S 1.04 -0.35 -1.00
H 0.86 5.78 2.86
C 1.23 3.83 0.33
H 1.39 3.65 -0.72
Ti 1.25 0.78 1.03
C 3.63 -4.40 -1.06
H -3.94 2.60 1.30
Se 3.49 0.83 4.42
H 0.73 -3.47 -2.56
C -3.69 3.48 -2.08



| no. | M (g mol⁻¹) |
| --- | --- |
| 1 | 85.11 |
| 2 | 94.11 |
| 3 | 409.53 |
| 4 | 323.29 |
| 5 | 728.06 |
| 6 | 701.14 |